The following is a quantum chemistry calculation of a single C5H6O2 molecule, from the OMol25 dataset.

Geometry as XYZ:
```
13
Properties=species:S:1:pos:R:3
O 0.28256 2.54521 0.27916
O -0.48529 1.61601 0.91164
C -0.72894 0.61715 0.18193
C 1.07135 -0.17959 -1.00665
C -0.58646 -0.72072 0.84372
C -0.18434 0.60125 -1.20216
C 0.80885 -1.01595 0.23031
H 1.63135 -0.81879 0.93046
H -1.33846 -1.43976 0.52466
H 0.94345 -2.06017 -0.07262
H -0.04273 1.54903 -1.70654
H -0.57736 -0.64611 1.93260
H -0.79396 -0.04756 -1.84651
```

relative energy (zero: lowest compared OMol25 entry of this formula, charge and spin): 193.0 kcal per mole
E_HOMO (spin up / spin down): -8.7 / -8.7 eV
max |F|: 1.43 eV Å⁻¹
Kohn-Sham gap (spin up / spin down): 8.07 / 8.07 eV
lowest unoccupied orbital energy (spin up / spin down): -0.68 / -0.68 eV

The following is a quantum chemistry calculation of 10 unconnected molecules or ions with the total composition C21H65N9O13, from the OMol25 dataset.

Geometry as XYZ:
```
108
Properties=species:S:1:pos:R:3
O -12.31602 -14.28818 8.82584
O -11.76576 -8.69002 13.25701
O -14.29692 -9.27559 14.33065
O -9.59062 -10.86952 8.31962
O -13.36095 -10.88010 9.08190
O -10.28058 -19.83670 9.06011
O -13.79110 -7.47784 9.45528
O -16.15283 -12.09867 9.99287
O -8.43971 -6.79430 10.56603
O -12.08540 -9.91057 6.70012
O -12.28007 -15.96008 12.86957
O -13.98048 -6.86509 12.10623
O -8.77306 -10.47108 14.02876
N -9.42658 -12.22959 10.08212
N -12.45504 -18.05188 8.76654
N -12.53104 -9.72097 10.79380
N -12.22072 -11.87303 10.73855
N -10.53667 -13.64170 12.88778
N -11.73452 -6.51430 13.79504
N -10.93905 -5.99624 9.04848
N -10.15364 -7.75785 14.35748
N -7.57672 -11.55322 9.10547
C -12.21655 -19.12755 7.74040
C -11.22650 -7.72601 13.70905
C -13.29749 -13.88740 7.84437
C -8.24842 -10.04849 12.73486
C -9.18445 -7.67177 9.78015
C -10.68521 -19.42631 7.80247
C -12.77936 -10.84052 10.17613
C -13.35517 -6.55186 8.42984
C -9.42090 -12.92145 13.51770
C -13.11081 -17.06717 12.54148
C -15.12209 -7.99285 9.15285
C -7.04117 -7.14456 10.58551
C -10.67314 -7.25173 9.73819
C -12.20970 -16.72972 8.15652
C -11.81821 -13.68458 13.65754
C -8.90651 -11.52305 9.13468
C -9.88838 -11.41954 13.90149
C -12.48335 -15.60198 9.23166
C -12.28904 -5.59765 9.13382
C -10.86047 -21.11264 9.48490
C -12.85085 -14.71123 13.12702
H -15.78454 -7.12739 9.13781
H -12.01994 -9.60408 11.65706
H -15.20649 -11.95692 10.01736
H -11.23116 -8.07598 9.29395
H -14.34476 -14.07708 8.07962
H -10.57543 -11.00850 13.16182
H -8.84421 -12.76279 10.71191
H -10.29606 -14.60979 12.72964
H -6.40279 -6.41771 11.08775
H -13.48259 -15.79412 9.62241
H -10.09068 -18.58381 7.44916
H -9.70550 -8.64849 14.51880
H -9.70793 -6.87735 14.57235
H -13.33525 -14.23389 12.27518
H -15.43639 -8.79147 9.82481
H -8.55103 -12.82836 12.86750
H -13.18558 -12.85403 7.51613
H -13.42828 -16.88980 11.51393
H -10.27687 -21.81040 8.88439
H -9.06316 -13.51434 14.35948
H -12.55754 -5.28666 10.14341
H -12.89375 -10.08199 7.18324
H -13.06300 -14.36507 6.89309
H -11.87009 -21.30850 9.12377
H -11.79728 -15.80271 10.05453
H -8.73190 -10.42284 11.83253
H -11.45280 -13.96420 14.64568
H -12.83512 -16.57904 7.27662
H -8.72300 -7.68189 8.79270
H -13.41403 -8.99965 14.08448
H -7.24763 -10.47576 12.79791
H -11.61531 -18.10996 9.32472
H -11.41593 -10.41015 7.16755
H -13.00780 -6.98495 7.49183
H -12.45736 -18.85843 6.71197
H -6.65876 -7.35994 9.58778
H -6.87206 -8.09601 11.08973
H -12.72093 -20.08201 7.89111
H -14.11685 -5.79333 8.24927
H -13.98810 -17.20777 13.17290
H -11.23098 -16.48729 7.74248
H -12.25873 -4.60801 8.67798
H -11.65766 -11.81108 11.57475
H -10.29204 -5.22998 9.16817
H -15.21181 -8.29836 8.11039
H -11.42839 -5.89119 14.52860
H -10.55733 -20.26998 7.12425
H -16.43175 -11.71355 9.16215
H -13.58842 -14.91021 13.90451
H -13.82600 -7.73716 12.46937
H -13.91286 -6.98420 11.15888
H -10.40800 -11.99919 10.14390
H -10.80384 -7.27344 10.82010
H -7.98789 -8.99454 12.63773
H -12.23412 -12.68022 13.57769
H -10.30650 -11.31567 14.90273
H -7.10952 -11.02787 8.38033
H -12.60030 -6.36342 13.29729
H -9.13041 -8.69641 10.14797
H -14.38142 -9.01863 15.24883
H -12.39321 -12.69705 10.18059
H -10.82875 -21.28079 10.56138
H -12.85337 -8.90708 10.29005
H -7.08508 -12.23836 9.66133
H -12.58405 -18.02143 12.54038
```

relative energy (zero: lowest compared OMol25 entry of this formula, charge and spin): 47.9 kcal per mole
E_HOMO: -8.2 eV
max |F|: 7.22 eV Å⁻¹
Kohn-Sham gap: 8.61 eV
lowest unoccupied orbital energy: 0.39 eV
SMILES string: COCCNCCOC.COCCNCCOC.COCCNCCOC.NC(N)=O.NC(N)=O.NC(N)=O.O.O.O.O

The following is a quantum chemistry calculation of 17 unconnected molecules or ions with the total composition C4H42NO16, from the OMol25 dataset.

Geometry as XYZ:
```
63
Properties=species:S:1:pos:R:3
O 1.09079 -3.01146 -2.69713
O 0.74464 1.39154 4.05213
O 1.63010 3.09715 -1.72624
O -2.01946 1.74203 4.43147
O -0.08269 3.12795 2.28250
O 3.15335 -1.55753 0.77826
O -0.72573 -0.67727 -3.03066
O 2.70159 0.67942 2.20975
O 1.54667 -0.77647 -4.71652
O -1.34980 -0.79338 3.77363
O -3.27391 2.31097 -1.86699
O -3.74581 0.04098 -0.53562
O 1.94723 -3.97573 -0.35936
O 2.75427 0.05228 -1.36617
O -0.73048 3.15529 -0.32796
O -0.00263 1.97323 -2.79599
N -1.51867 -1.74264 -0.49069
C -0.96151 -2.95290 0.21558
C -1.13134 -0.48427 0.29730
C -0.56932 -2.40710 1.58207
C -0.02127 -1.00275 1.19376
H 2.85043 1.63572 2.21447
H -1.68779 -3.75403 0.35849
H 1.22726 0.11142 -4.52681
H -1.51337 2.75485 -0.70961
H -0.83456 1.66323 -2.41879
H -1.28485 0.17530 3.88172
H 4.06858 -1.55559 1.08714
H -2.82076 1.66897 3.91042
H -0.02370 -0.47162 2.13764
H 1.60713 -3.62592 0.47913
H 0.01678 3.36045 -0.91481
H 2.07235 -1.00197 -3.93441
H -1.18423 -1.73593 -1.45638
H 2.00396 -0.52162 -1.55699
H 0.27576 2.13638 3.63155
H -0.98090 -1.10254 -3.86994
H -2.52564 -1.67690 -0.44587
H -3.59824 3.21128 -1.74850
H -1.45516 2.17473 3.77373
H 2.81521 -0.70981 1.15262
H 0.22047 -0.74294 -3.29171
H 0.29536 -2.95770 1.95398
H -0.05042 2.74714 1.38353
H 1.42972 2.17844 -1.90945
H -4.45169 -0.38104 -1.03912
H 1.55946 -3.45887 -1.96419
H 0.95837 -1.12905 0.76284
H 1.88735 0.71398 2.74601
H 2.43722 3.48612 -2.05300
H 1.40061 -3.31685 -3.55242
H -0.96487 0.29327 -0.44088
H 2.80842 -3.54326 -0.20859
H -3.69353 0.94064 -0.89004
H 0.68549 1.63652 4.98354
H -1.98428 -0.26628 0.92692
H -0.53418 3.96296 2.13135
H -1.42631 -2.33081 2.23361
H -0.17443 -3.37266 -0.41237
H -0.07154 1.58436 -3.66694
H -3.42220 2.11184 -2.79771
H 3.31332 -0.52071 -0.80143
H -1.22848 -1.21158 4.62865
```

relative energy (zero: lowest compared OMol25 entry of this formula, charge and spin): 85.7 kcal per mole
E_HOMO: -13.1 eV
max |F|: 2.46 eV Å⁻¹
Kohn-Sham gap: 10.39 eV
lowest unoccupied orbital energy: -2.75 eV
charge: +1

The following is a quantum chemistry calculation of 2 unconnected molecules or ions with the total composition CH2N3O2P, from the OMol25 dataset.

Geometry as XYZ:
```
9
Properties=species:S:1:pos:R:3
P 1.20342 -1.38145 0.23640
O 1.11368 0.37562 -1.75084
O -0.82665 -0.70021 -1.38619
N 0.35405 -0.40943 -1.28310
N -2.25365 0.98231 0.60226
N 2.09705 -0.22811 0.68999
C -2.50000 1.74539 1.46887
H 3.00727 -0.40811 1.22716
H -2.19516 0.02400 0.19544
```

relative energy (zero: lowest compared OMol25 entry of this formula, charge and spin): 53.1 kcal per mole
E_HOMO: -9.9 eV
max |F|: 4.52 eV Å⁻¹
Kohn-Sham gap: 8.36 eV
lowest unoccupied orbital energy: -1.59 eV

The following is a quantum chemistry calculation of a single C2H4NP molecule, from the OMol25 dataset.

Geometry as XYZ:
```
8
Properties=species:S:1:pos:R:3
P -4.02505 -0.10096 0.01132
N -2.34201 0.31788 0.02064
C -0.96492 0.73218 -0.03638
C 0.09182 -0.35385 -0.02046
H -0.33629 -1.28561 -0.45882
H 1.11506 -0.25005 -0.63998
H -0.93319 1.75746 0.25104
H 0.34662 -0.44850 1.02077
```

relative energy (zero: lowest compared OMol25 entry of this formula, charge and spin): 58.7 kcal per mole
E_HOMO: -7.2 eV
max |F|: 7.28 eV Å⁻¹
Kohn-Sham gap: 6.52 eV
lowest unoccupied orbital energy: -0.66 eV

The following is a quantum chemistry calculation of a gas-phase ion, C3H9FP (charge +1), from the OMol25 dataset.

Geometry as XYZ:
```
14
Properties=species:S:1:pos:R:3
P -0.21301 -0.07727 0.50326
F -0.31965 0.26596 2.03122
C 1.41211 0.47668 -0.03265
C -0.34579 -1.84697 0.48031
C -1.63175 0.87562 -0.42091
H 2.25309 0.15908 0.49509
H -1.36891 -2.06146 0.61109
H -1.21619 1.14692 -1.44201
H 0.03994 -2.13136 -0.60161
H 1.40646 1.47073 0.30479
H -2.30358 0.06733 -0.40259
H 1.34802 0.57241 -1.11155
H 0.32512 -2.27107 1.14339
H -1.92800 1.83247 0.08231
```

relative energy (zero: lowest compared OMol25 entry of this formula, charge and spin): 16.5 kcal per mole
E_HOMO: -17.3 eV
max |F|: 4.58 eV Å⁻¹
Kohn-Sham gap: 14.01 eV
lowest unoccupied orbital energy: -3.28 eV
charge: +1

Which value of relative energy (zero: lowest compared OMol25 entry of this formula, charge and spin) does entry 2 give?
47.9 kcal per mole